The following is a DFT calculation (ωB97M-V/def2-TZVPD) of a structure of composition C16H23IrO2S4 in a non-equilibrium geometry.

Calculated values
Energy relative to the best compared isomer or geometry (same formula, charge and spin) = 245.1 kJ/mol
E = -2470.4715 Eh
E_LUMO (spin up / spin down) = -8.00 / -8.00 eV
Frontier orbital gap (spin up / spin down) = 5.4 / 5.4 eV
HOMO level (spin up / spin down) = -13.36 / -13.36 eV
Total charge = +2
F_max = 0.05745 hartree/bohr
M = 567.84 Da

```
46
C16H23IrO2S4, DFT ωB97M-V/def2-TZVPD
Ir 0.227 -0.451 -0.743
C 2.897 -2.117 -1.746
C 2.612 -1.405 -3.050
S 1.241 -0.192 -3.028
C 2.009 1.458 -2.905
C 2.331 1.936 -1.510
S 0.790 2.090 -0.529
C 1.470 2.211 1.164
C 1.456 0.910 1.942
S 2.251 -0.388 0.943
C 1.760 -1.970 1.702
C 1.998 -3.096 0.715
S 1.362 -2.762 -0.967
H 3.417 -1.481 -1.035
H 3.518 -2.989 -1.956
H 2.297 -2.126 -3.804
H 3.509 -0.899 -3.407
H 1.275 2.117 -3.372
H 2.905 1.456 -3.526
H 2.761 2.937 -1.567
H 3.023 1.275 -0.991
H 0.846 2.941 1.678
H 2.476 2.617 1.070
H 0.441 0.581 2.154
H 2.012 1.027 2.874
H 0.707 -1.881 1.964
H 2.360 -2.129 2.598
H 1.474 -3.989 1.052
H 3.055 -3.337 0.610
C -2.650 -1.068 2.856
C -2.163 -0.519 1.549
O -0.984 -0.789 1.213
C -3.050 0.307 0.772
C -4.237 0.831 1.317
C -5.063 1.646 0.586
C -4.737 1.943 -0.744
C -3.615 1.412 -1.326
C -2.731 0.580 -0.595
O -1.706 0.080 -1.202
H -1.928 -1.772 3.262
H -3.605 -1.574 2.721
H -2.793 -0.260 3.574
H -4.511 0.600 2.337
H -5.966 2.039 1.031
H -5.384 2.589 -1.322
H -3.359 1.612 -2.357
```